(1)
A structure of composition C2H21Hg2O9 at a distorted geometry, computed with wB97M-V/def2-TZVPD.

XYZ file:
```
34
Properties=species:S:1:pos:R:3:forces:R:3:mulliken_charge:R:1
Hg -2.9285 0.1418 3.2629 0.93 0.25 -1.17 1.16
Hg -0.9229 -2.9591 2.9394 0.45 0.52 -1.55 1.42
C -1.2561 -0.3203 -0.3421 0.64 0.31 0.36 -0.72
C -0.3593 -0.5155 0.8979 -0.81 0.35 -1.55 1.38
O -0.9978 -0.6642 2.1497 -0.63 -0.76 2.71 -0.76
H -0.5171 -0.1123 -1.1102 -0.30 -0.32 -0.46 -0.02
H -1.8369 0.6063 -0.3446 -0.06 0.04 0.59 0.35
H -1.8909 -1.1726 -0.5586 0.14 -0.09 -0.18 0.25
H 0.3816 0.2965 0.8750 -0.40 0.32 0.66 -0.12
H 0.1917 -1.4566 0.7827 -0.15 -0.18 -0.31 -0.48
O 1.0595 -3.7113 2.0357 0.03 0.09 0.76 -0.65
H 1.7251 -3.9892 2.6973 -0.09 -0.18 -0.24 0.42
H 1.5627 -3.2103 1.3715 -0.13 -0.07 -0.03 0.35
O 0.6412 3.0992 -0.2608 0.00 -0.55 0.48 -0.62
H 1.0943 3.2929 0.5737 0.10 0.10 -0.21 0.33
H -0.2951 3.0009 -0.0257 -0.05 0.47 -0.37 0.30
O 2.5474 1.3920 2.0236 -0.39 0.00 0.07 -0.55
H 2.6900 1.5467 2.9679 0.20 0.10 -0.16 0.32
H 2.1827 0.5052 1.9735 0.22 -0.05 0.13 0.26
O -2.2227 3.7204 -0.5211 -0.16 -0.19 0.18 -0.62
H -2.6978 4.3504 0.0356 0.09 0.07 -0.13 0.32
H -2.4257 3.9944 -1.4270 0.13 -0.03 0.08 0.33
O 0.0650 1.2386 -3.9764 0.09 -0.08 0.07 -0.51
H 0.4305 1.4419 -4.8543 -0.13 -0.06 0.13 0.36
H 0.8341 1.0198 -3.4238 0.23 0.17 -0.12 0.37
O -2.1363 -3.4421 1.0256 -0.25 0.08 -0.08 -0.55
H -1.9088 -3.9907 0.2498 0.17 -0.09 0.32 0.35
H -3.0827 -3.2427 0.9283 0.10 -0.15 0.08 0.33
O 2.0768 1.0781 -1.8229 -0.64 -0.01 0.42 -0.58
H 2.6217 0.6751 -1.1367 0.30 0.16 -0.29 0.27
H 1.6870 1.8654 -1.3928 0.10 0.00 -0.06 0.39
O 1.2410 -1.7442 -2.1604 -0.36 -0.52 0.31 -0.56
H 0.7758 -0.9041 -2.1278 0.33 0.18 -0.25 0.17
H 1.6704 -1.8306 -1.3049 0.30 0.12 -0.19 0.29
```
Forces are in eV/Å.

Computed properties:
HOMO level (eV): -18.327
Charge: +3



(2)
A cluster of 10 separate species, C2H23O10 in total at a distorted geometry, computed with wB97M-V/def2-TZVPD.

XYZ file:
```
35
Properties=species:S:1:pos:R:3:forces:R:3:mulliken_charge:R:1
C -1.4512 0.9041 1.2610 2.43 -1.78 -1.24 0.34
O -1.3916 0.3285 -0.0408 -0.70 0.18 -0.88 -1.14
C -2.4477 2.0574 1.3177 1.68 1.17 0.33 -1.31
H -0.3647 1.1729 1.4002 -0.94 0.87 0.59 -0.11
H -1.5235 0.0027 1.9065 -0.79 1.48 0.75 0.46
H -3.2893 1.9284 1.9748 -0.32 -0.14 0.27 0.33
H -2.7678 2.2602 0.3019 -0.37 -0.20 -0.07 0.30
H -1.8810 3.0008 1.5905 -0.77 -0.94 0.07 0.30
H -0.5599 -2.5131 -0.5938 0.34 0.31 0.23 0.25
H -0.5147 -0.9840 -0.2952 -0.28 0.13 0.68 0.32
O 0.0206 -1.8355 -0.2070 -0.21 -0.72 -0.66 -0.60
H 1.4960 -3.2024 2.0342 -0.19 -0.03 -0.08 0.31
H 1.4516 -2.5991 0.6114 -0.57 0.17 0.21 0.37
O 2.0496 -2.8404 1.3385 0.67 -0.22 -0.09 -0.76
H 2.5068 1.3703 -0.4175 -0.04 0.22 0.09 0.36
H 3.7545 0.5746 -0.3979 0.01 -0.09 0.04 0.37
O 3.3870 1.3713 -0.0076 0.10 0.71 0.23 -0.71
H 0.2842 0.4493 -0.7511 0.84 1.74 -0.74 0.40
H 0.1116 1.6433 -1.6651 0.11 0.39 -0.18 0.34
O 0.8278 1.1575 -1.2468 -0.09 -1.39 0.96 -0.65
H 1.1466 0.0524 2.4196 0.37 -0.42 0.43 0.32
H 1.9445 -1.2653 2.4015 -0.21 0.51 0.28 0.41
O 1.5587 -0.6036 3.0155 -0.15 0.07 -0.63 -0.68
H -1.4688 1.6347 -1.1182 -0.36 0.20 -0.11 0.15
H -2.1773 1.4328 -2.3600 -0.31 0.30 -0.44 0.35
O -1.6566 2.1502 -1.9812 0.06 -0.77 0.60 -0.75
H 2.2638 -0.9775 -1.6020 0.81 0.09 0.79 0.31
H 2.9912 -1.5987 -0.3326 -0.01 0.81 -0.97 0.37
O 3.1042 -0.9608 -1.0799 -0.79 -1.60 -0.13 -0.69
H -2.8605 -1.3940 0.3708 0.15 -0.03 0.73 0.34
H -1.7865 -1.4628 1.4012 -0.31 -0.43 -0.08 0.35
O -2.6856 -1.7921 1.2491 -0.21 -0.27 -0.69 -0.65
H 0.4596 0.7223 -3.7181 0.47 -0.09 0.02 0.34
H -0.6782 -0.0007 -3.1601 -0.08 -0.36 0.23 0.31
O 0.1466 -0.1834 -3.6196 -0.35 0.13 -0.50 -0.62
```
Forces are in eV/Å.

Computed properties:
HOMO level (eV): -5.586
Charge: -1



(3)
A cluster of 10 separate species, C2H24NO10 in total at a distorted geometry, computed with wB97M-V/def2-TZVPD.

XYZ file:
```
37
Properties=species:S:1:pos:R:3:forces:R:3:mulliken_charge:R:1
C -0.6038 -0.0111 0.0207 0.21 0.59 0.53 0.23
O -1.1321 0.7059 1.1350 -0.81 -0.58 0.61 -0.59
C 0.5757 -0.9747 0.2752 -0.20 0.85 0.37 -0.26
N 1.4384 -0.9456 -0.8972 0.02 0.01 -0.63 -0.38
H -1.4750 -0.4881 -0.4162 0.08 0.01 -0.31 -0.05
H -0.1902 0.7514 -0.6214 0.01 -0.09 -0.70 -0.03
H 1.0706 -0.5278 1.1384 0.31 -0.40 0.03 0.11
H 0.2869 -1.9996 0.5114 -0.18 -0.01 -0.01 0.26
H 2.2882 -0.4194 -0.7451 -0.03 0.22 0.27 0.17
H 1.6972 -1.8403 -1.2709 -0.05 -0.35 0.17 0.21
H -0.0206 0.7865 3.8823 0.21 -0.38 0.21 0.42
H -1.0481 -0.1158 3.3655 -0.11 -0.05 0.04 0.27
O -0.6292 0.0915 4.2108 -0.13 0.24 -0.25 -0.70
H 1.1634 2.4393 2.6598 0.21 -0.03 0.05 0.23
H -0.5229 1.3715 1.4934 0.52 -0.62 -0.17 0.35
O 1.0934 1.4803 2.6322 -0.22 0.49 0.08 -0.71
H -2.5748 -2.7072 0.0288 -0.01 0.22 -0.05 0.44
H -2.3258 -2.0527 -1.3692 0.00 0.04 0.00 0.35
O -2.7565 -2.7830 -0.9198 -0.15 -0.38 -0.03 -0.68
H -1.2502 -2.7112 1.8922 0.00 -0.04 0.06 0.35
H -2.3652 -1.8189 2.3792 -0.14 0.27 0.04 0.32
O -2.2117 -2.6636 1.9511 0.20 -0.17 -0.10 -0.71
H -1.6786 -0.6026 -3.3659 -0.03 -0.06 0.06 0.43
H -0.6053 -1.4909 -2.7592 0.50 0.04 0.48 0.28
O -1.1339 -1.3812 -3.5431 -0.39 -0.09 -0.51 -0.68
H 2.7660 2.8611 -0.4438 0.02 0.14 -0.32 0.26
H 3.3041 1.5300 -0.0234 -0.72 -0.04 -0.67 0.39
O 2.9956 2.0463 -0.9093 0.46 0.34 0.77 -0.82
H -2.0246 1.8694 -1.9948 -0.24 -0.14 0.07 0.29
H -0.9763 1.1837 -2.7988 0.11 0.27 -0.08 0.38
O -1.9213 1.1183 -2.5888 0.06 0.30 -0.12 -0.70
H 1.5200 2.2234 -2.0873 0.10 -0.27 -0.23 0.39
H 1.0161 0.9144 -2.5627 0.24 -0.37 -0.01 0.31
O 0.9437 1.8492 -2.7855 -0.25 0.15 0.17 -0.73
H 3.7509 0.5356 1.8233 0.27 -0.03 -0.05 0.13
H 1.9437 1.1672 2.0952 0.16 0.27 -0.25 0.33
O 3.0909 0.9210 1.2470 -0.02 -0.34 0.47 -0.87
```
Forces are in eV/Å.

Computed properties:
HOMO level (eV): -6.429
Charge: -1



(4)
A structure of composition C2H25BeO11 at a distorted geometry, computed with wB97M-V/def2-TZVPD.

XYZ file:
```
39
Properties=species:S:1:pos:R:3:forces:R:3:mulliken_charge:R:1
Be 2.1575 -0.8799 -2.3514 4.70 3.78 0.56 -0.34
C 0.5944 2.1086 -0.7475 -3.48 0.71 -1.92 -1.15
C 0.2709 0.7359 -1.4220 5.27 -0.64 2.01 0.81
O 1.4203 0.4570 -2.3242 -1.24 -0.21 0.54 -0.29
H -0.4434 2.6241 -0.5837 1.93 -0.73 -0.01 0.24
H 1.1903 2.7858 -1.3671 -0.32 -0.37 -0.43 0.35
H 1.1170 2.0534 0.1398 0.88 -0.58 2.10 0.31
H -0.6251 0.7908 -1.9331 -2.08 -0.13 -1.30 0.35
H 0.3305 -0.1473 -0.6703 -0.88 1.77 -1.07 -0.34
O 3.6961 -2.1450 1.7824 0.21 -1.90 -0.34 -0.53
H 3.2806 -1.4161 1.3533 -0.45 1.15 -0.28 0.32
H 4.0417 -1.8926 2.6424 -0.09 0.11 0.15 0.32
O -2.1848 0.7779 3.2368 0.31 0.67 0.88 -0.64
H -2.4309 1.1100 4.1442 0.47 -0.49 -1.51 0.29
H -1.2970 1.1449 3.0325 -0.60 -0.24 0.38 0.34
O -1.6937 3.1510 -3.8215 0.24 -0.16 -1.28 -0.61
H -1.6229 4.0993 -3.8543 0.01 0.82 0.55 0.30
H -1.6255 2.9755 -4.7827 -0.16 -0.49 0.75 0.28
O -3.2906 0.0557 0.4098 1.54 0.16 -0.18 -0.65
H -2.9664 0.6495 1.0975 -0.11 0.03 0.28 0.35
H -4.2231 0.0744 0.5034 -1.46 -0.13 0.20 0.28
O -0.3896 -1.3281 0.8090 0.01 -0.56 0.66 -0.59
H -1.2061 -0.9902 1.2036 -0.21 0.34 -0.33 0.26
H -0.4321 -2.2583 1.0476 0.02 -0.29 -0.13 0.24
O 1.3230 -1.9328 -2.9407 -1.76 0.11 -3.17 -0.29
H 0.8284 -2.1192 -2.1673 -2.04 -0.93 1.17 0.43
H 0.8549 -1.0856 -3.3805 0.10 -2.13 0.69 0.51
O 0.8895 0.6330 2.5574 -0.10 -0.47 -0.05 -0.50
H 0.8023 -0.3161 2.7211 -0.24 0.10 -0.36 0.27
H 1.2921 0.9392 3.3657 0.29 0.51 0.45 0.27
O 3.7284 -1.0550 -2.3212 -2.11 -1.16 1.34 -0.35
H 3.7353 -1.9525 -1.9034 0.88 0.73 -0.66 0.26
H 2.7661 -4.1930 0.8806 0.37 0.82 0.36 0.39
O -2.8732 1.1640 -2.2987 0.30 0.57 -0.01 -0.65
H -2.5774 2.0678 -2.5444 -0.35 -0.66 0.01 0.35
H -3.2343 1.2035 -1.4026 0.17 -0.13 -0.09 0.38
O -0.6118 -2.8135 4.2205 0.80 0.32 -0.49 -0.60
H -0.9433 -2.4643 3.3676 0.50 -0.12 0.86 0.31
H 0.3520 -2.6121 4.3008 -1.30 -0.16 -0.31 0.30
```
Forces are in eV/Å.

Computed properties:
HOMO level (eV): -12.435
Charge: +1



no.,frontier orbital gap (eV),LUMO energy (Eh)
1,2.01,-0.600
2,8.55,0.109
3,9.44,0.111
4,2.59,-0.362